1.
ORCA calculation (ωB97M-V with the def2-TZVPD basis set) on a molecular structure, CHFINO.

Calculated values
- Multiplicity: 1
- Kohn-Sham gap (alpha / beta): 6.20 / 6.21 eV
- HOMO (alpha / beta): -7.27 / -7.27 eV
- Net charge: 0

Element x y z (Å)
C -0.0729 -0.7447 0.5367
N -0.2716 2.0876 -0.2698
O 0.0730 1.6466 -1.2663
F -1.2319 -1.3328 0.8689
I 0.8171 -0.8945 -1.3017
H 0.6863 -0.7623 1.4322

Forces on atoms 1 to 2 (eV/Å):
C 1.5 1.7 2.3
N 0.4 -2.4 -0.4


2.
ORCA calculation (ωB97M-V with the def2-TZVPD basis set) on a single C8H12O4Si molecule.

Calculated values
- Multiplicity: 1
- SMILES: CC(=O)[Si](C(C)=O)(C(C)=O)C(C)=O
- Kohn-Sham gap: 8.98 eV
- HOMO: -9.01 eV
- Net charge: 0

Element x y z (Å)
C 0.1355 -2.8252 -1.5046
C 0.3056 -2.1487 -0.1758
O 0.6406 -2.7370 0.8247
Si -0.0550 -0.2395 -0.1186
C -1.8210 0.0794 -0.8354
C -2.1507 1.4684 -1.2816
O -2.5980 -0.8458 -0.9247
C 0.1464 0.1766 1.9678
C -1.0225 -0.2326 2.8068
O 1.1532 0.6779 2.3806
C 1.3384 0.7824 -0.9871
C 2.6924 0.6655 -0.3620
O 1.0973 1.4941 -1.9379
H 0.3835 -3.8833 -1.4372
H 0.7672 -2.3364 -2.2457
H -0.9019 -2.7051 -1.8169
H -3.2056 1.5587 -1.5317
H -1.8738 2.1854 -0.5119
H -1.5457 1.6895 -2.1601
H -1.4691 0.6605 3.2435
H -1.7683 -0.7639 2.2243
H -0.6760 -0.8608 3.6254
H 2.6254 1.0622 0.6517
H 2.9742 -0.3813 -0.2713
H 3.4403 1.2148 -0.9285

Forces on atoms 1 to 2 (eV/Å):
C 0.0 -0.2 0.1
C -0.1 0.2 -0.3


3.
ORCA calculation (ωB97M-V with the def2-TZVPD basis set) on a single C6H12S2 molecule.

Calculated values
- Multiplicity: 1
- SMILES: C=C(C)C(CS)CS
- Kohn-Sham gap: 9.12 eV
- HOMO: -8.80 eV
- Net charge: 0

Element x y z (Å)
C 1.0869 1.8302 0.4490
C 0.2024 0.9395 0.0955
C -0.5848 1.1030 -1.2447
C 0.0599 -0.3986 0.7236
C -1.5347 -0.3346 1.0102
S -2.3720 -1.3257 -0.3088
C 0.6617 -1.4490 -0.1837
S 2.5101 -1.6202 -0.1884
H 1.8854 1.5159 1.1263
H 1.2260 2.8609 -0.1421
H -1.6566 1.0069 -1.2613
H -0.2617 2.1814 -1.4694
H -0.2090 0.5751 -2.0752
H 0.5461 -0.0747 1.6540
H -1.5595 -0.8453 1.9349
H -1.8510 0.7415 1.0937
H -2.1886 -2.7534 0.3866
H 0.2093 -1.1548 -1.2703
H 0.4185 -2.5172 0.1118
H 3.4116 -0.2806 -0.4415

Forces on atoms 1 to 2 (eV/Å):
C 1.8 2.8 -1.0
C -0.9 -1.0 -3.8


4.
ORCA calculation (ωB97M-V with the def2-TZVPD basis set) on 2 unconnected molecules or ions with the total composition CH2FPSi.

Calculated values
- Multiplicity: 1
- Kohn-Sham gap: 7.62 eV
- HOMO: -8.69 eV
- Net charge: 0

Element x y z (Å)
C -1.9522 -0.2447 -0.0164
F -2.0892 -1.5275 0.0014
Si 2.5985 0.3146 -0.0209
P -1.8341 1.2989 0.0146
H 1.3674 1.1487 -0.1359
H 1.9096 -0.9899 0.1572

Forces on atoms 1 to 2 (eV/Å):
C -0.2 0.4 0.2
F 0.2 0.7 -0.1


5.
ORCA calculation (ωB97M-V with the def2-TZVPD basis set) on a molecular structure, C28H30CdGeN6S.

Calculated values
- Multiplicity: 1
- Kohn-Sham gap: 6.27 eV
- HOMO: -6.57 eV
- Net charge: 0

Element x y z (Å)
Cd -0.1150 -0.2027 0.6429
N 3.1168 3.5585 -1.2020
C 1.9525 3.1948 -0.6100
N 1.1583 2.2865 -1.0268
C 1.5382 1.5354 -2.1271
N 0.7446 0.6593 -2.6310
N -0.2998 0.1538 -2.0529
C -1.4143 -0.0115 -2.6647
C -2.4476 -0.8284 -2.0673
C -3.4753 -1.3735 -2.8461
C -4.3998 -2.2043 -2.2435
C -4.2935 -2.4505 -0.8818
C -3.2552 -1.8476 -0.1852
N -2.3562 -1.0686 -0.7555
C 2.7951 1.8240 -2.8036
C 3.2345 1.1059 -3.9131
C 4.3975 1.4723 -4.5584
C 5.1397 2.5541 -4.1004
C 4.7437 3.2557 -2.9780
C 3.5713 2.8906 -2.3269
H 3.6760 4.3011 -0.8084
H 1.6835 3.7395 0.2832
H -1.6023 0.4107 -3.6544
H -3.5292 -1.1682 -3.9038
H -5.1887 -2.6585 -2.8233
H -4.9969 -3.0961 -0.3777
H -3.1349 -1.9864 0.8805
H 2.6346 0.2713 -4.2374
H 4.7342 0.9189 -5.4217
H 6.0370 2.8506 -4.6229
H 5.3397 4.0782 -2.6062
C -0.5759 3.2570 1.8737
C 0.5875 2.5946 2.5503
C 1.0718 3.0804 3.7800
C 2.1512 2.4686 4.3530
C 2.7790 1.3849 3.7048
C 3.9013 0.7311 4.2408
C 4.4708 -0.3114 3.5480
C 3.9685 -0.7061 2.3130
C 2.8622 -0.0938 1.7382
S 2.3727 -0.6038 0.1619
C 2.2257 0.9670 2.4573
N 1.1381 1.5699 1.9397
H -0.4185 4.3329 1.8233
H -1.4957 3.0834 2.4292
H -0.6877 2.8545 0.8670
H 0.5841 3.9201 4.2573
H 2.5493 2.8112 5.2963
H 4.2904 1.0533 5.1977
H 5.3222 -0.8340 3.9612
H 4.4295 -1.5206 1.7733
C -3.5603 -2.5928 3.2733
Ge -2.1489 -1.1887 3.5565
C -1.8548 -1.2193 5.5310
C -2.9108 0.6188 3.1785
C -0.5595 -1.4562 2.4292
H -3.9538 -2.9010 4.2377
H -3.1479 -3.4735 2.7860
H -4.3973 -2.2300 2.6840
H -2.8132 -1.1318 6.0376
H -1.2286 -0.3991 5.8635
H -1.3946 -2.1469 5.8534
H -3.8819 0.7722 3.6429
H -3.0033 0.7826 2.1025
H -2.2326 1.3668 3.5842
H -0.5548 -2.4791 2.0458
H 0.3327 -1.3424 3.0507

Forces on atoms 1 to 2 (eV/Å):
Cd 0.3 -0.5 -0.1
N 0.0 0.2 0.3


6.
ORCA calculation (ωB97M-V with the def2-TZVPD basis set) on 5 unconnected molecules or ions with the total composition C13H36O5.

Calculated values
- Multiplicity: 1
- SMILES: CC(C)O.CC(C)O.CC(C)O.CCO.CCO
- Kohn-Sham gap: 9.97 eV
- HOMO: -9.24 eV
- Net charge: 0

Element x y z (Å)
C -1.1713 0.6234 1.1825
C -1.5274 -0.5079 0.1909
C -2.1781 0.0347 -1.0728
O -0.2317 -0.8498 -0.2479
H -1.9095 1.4120 1.3286
H -0.2178 1.1309 1.0364
H -1.1718 0.1207 2.1497
H -1.9814 -1.3687 0.6819
H -3.1278 0.5046 -0.8170
H -2.4508 -0.7906 -1.7306
H -1.6141 0.7323 -1.6919
H 0.2446 -0.0779 -0.5625
C 1.8292 -0.8601 4.3426
C 2.7252 -2.0280 4.0089
C 3.6761 -1.7051 2.8180
O 3.4126 -2.2867 5.2524
H 2.3342 0.1017 4.2536
H 1.2199 -0.9529 5.2416
H 1.0668 -0.8362 3.5640
H 2.0624 -2.8639 3.7851
H 3.9323 -0.6531 2.6927
H 3.1545 -2.0764 1.9358
H 4.6167 -2.2459 2.9226
H 3.6619 -1.4296 5.6056
C -1.3841 4.6623 -0.8521
C -0.8855 4.1667 -2.2058
C -0.8403 5.3143 -3.2128
O 0.4521 3.8150 -2.0474
H -1.2376 3.9228 -0.0648
H -2.3673 5.1292 -0.7947
H -0.7243 5.4401 -0.4677
H -1.4264 3.2300 -2.3405
H -1.8705 5.5264 -3.4989
H -0.3031 5.1409 -4.1453
H -0.3734 6.1820 -2.7469
H 0.9194 4.5464 -1.6371
C -3.8768 -3.5924 -1.0625
C -4.1611 -5.1121 -1.2556
O -2.8621 -5.6577 -1.5711
H -3.1830 -3.1512 -1.7781
H -3.3678 -3.5257 -0.1010
H -4.8494 -3.1044 -0.9990
H -4.8518 -5.3615 -2.0612
H -4.5432 -5.6309 -0.3764
H -2.8845 -6.5063 -2.0194
C 3.6186 -0.7336 -1.0122
C 3.1359 0.6212 -1.5544
O 1.8392 1.0545 -1.0551
H 4.5826 -1.0451 -1.4143
H 2.9197 -1.5604 -1.1392
H 3.7653 -0.6346 0.0633
H 3.1693 0.5265 -2.6398
H 3.8143 1.4451 -1.3334
H 1.4210 1.7651 -1.5468

Forces on atoms 1 to 2 (eV/Å):
C -1.7 -0.2 1.6
C 2.5 3.2 -1.3


Energy relative to the best compared isomer or geometry (same formula, charge and spin) list, top to bottom, in kJ/mol: 334.7; 0.0; 426.7; 271.7; 56.0; 177.7
Maximum force list, top to bottom, in eV/Å: 3.3; 2.2; 4.3; 1.1; 2.5; 4.3